(1)
86
Properties=species:S:1:pos:R:3:lowdin_charge:R:1 method="wB97M-V/def2-TZVPD" total_charge=+1 e_homo_ev=-11.7919 spin_multiplicity=1 orbital_gap_ev=6.3 largest_force_ha_per_bohr=0.01726
W -0.396 0.453 0.180 2.119
O 5.309 5.490 -1.740 0.117
N 4.385 4.875 -2.216 -0.334
O 3.992 4.954 -3.361 0.102
C 3.630 3.974 -1.319 -0.050
C 3.740 4.195 0.006 0.099
C 3.018 3.380 0.941 -0.098
C 3.205 3.386 2.332 0.053
C 2.541 2.451 3.089 0.018
C 1.623 1.588 2.481 -0.072
N 1.375 1.632 1.185 -0.001
C 2.112 2.460 0.427 -0.129
C 2.052 2.198 -0.967 -0.128
N 1.312 1.121 -1.280 0.003
C 1.372 0.657 -2.519 -0.065
C 2.150 1.279 -3.495 0.033
C 2.858 2.418 -3.198 0.064
C 2.839 2.902 -1.876 -0.036
H 4.396 4.979 0.358 0.144
H 3.889 4.089 2.788 0.138
H 2.690 2.383 4.156 0.129
H 1.058 0.874 3.059 0.109
H 0.790 -0.222 -2.747 0.114
H 2.166 0.861 -4.491 0.132
H 3.434 2.922 -3.959 0.124
C -6.132 -4.345 2.667 -0.034
C -4.832 -3.598 2.742 -0.258
C -3.659 -4.250 3.116 -0.023
C -2.462 -3.562 3.211 -0.042
C -2.450 -2.201 2.936 -0.282
C -3.604 -1.520 2.562 -0.033
C -4.784 -2.232 2.456 -0.008
S -0.973 -1.305 3.186 0.688
O -1.297 -0.020 3.715 -0.278
O -0.026 -2.139 3.862 -0.258
N -0.260 -1.002 1.671 -0.189
C 0.928 -1.664 1.340 -0.386
C 1.346 -2.963 1.590 0.023
C 2.574 -3.337 1.071 -0.007
C 3.315 -2.454 0.291 -0.024
C 2.785 -1.209 0.023 -0.087
N 1.632 -0.830 0.572 0.021
H -5.969 -5.418 2.576 0.078
H -6.732 -4.011 1.820 0.086
H -6.720 -4.169 3.570 0.094
H -3.686 -5.309 3.344 0.122
H -1.559 -4.060 3.537 0.113
H -3.593 -0.454 2.396 0.086
H -5.690 -1.709 2.171 0.130
H 0.742 -3.639 2.170 0.119
H 2.947 -4.335 1.260 0.126
H 4.273 -2.735 -0.121 0.119
H 3.285 -0.497 -0.621 0.125
O -2.881 2.825 -0.276 -0.089
P -3.499 1.390 -0.310 0.327
O -4.775 1.102 0.307 -0.182
O -2.317 0.380 0.207 -0.433
O -3.450 1.180 -1.901 -0.186
P -2.078 0.897 -2.686 0.301
O -2.114 -0.687 -2.820 -0.077
O -1.885 1.574 -3.956 -0.196
O -0.981 1.204 -1.595 -0.419
H -3.063 3.402 0.489 0.082
H -2.200 -0.948 -3.747 0.119
Cl -4.225 -6.523 -0.601 0.715
C -3.022 -5.301 -0.806 -0.646
C -3.370 -3.974 -0.606 -0.075
C -2.402 -2.996 -0.728 0.003
C -1.109 -3.350 -1.104 -0.137
C -0.777 -4.685 -1.331 0.008
C -1.731 -5.669 -1.164 -0.077
C -0.079 -2.330 -1.329 -0.457
O 0.970 -2.467 -1.892 0.146
O -0.420 -1.087 -0.852 -0.287
H -4.385 -3.712 -0.355 0.111
H -2.669 -1.958 -0.575 0.104
H 0.228 -4.937 -1.641 0.129
H -1.493 -6.711 -1.325 0.114
F -2.319 2.065 5.097 0.183
C -1.430 2.660 4.338 -0.661
F -0.224 2.170 4.590 0.138
F -1.404 3.953 4.624 0.163
S -1.975 2.516 2.529 0.647
O -3.225 1.842 2.546 -0.240
O -1.917 3.876 2.078 -0.241
O -0.903 1.724 1.729 -0.492


(2)
73
Properties=species:S:1:pos:R:3:lowdin_charge:R:1 method="wB97M-V/def2-TZVPD" total_charge=+2 e_homo_ev="-13.6892 / -14.1874" spin_multiplicity=5 orbital_gap_ev="7.1 / 5.5" largest_force_ha_per_bohr=0.01012
Co -0.126 0.118 -1.627 0.609
I -4.485 1.478 -4.013 1.118
C -3.155 2.572 -2.916 -0.651
C -3.383 3.912 -2.626 -0.211
C -2.507 4.672 -1.860 -0.645
I -2.981 6.624 -1.487 1.155
C -1.302 4.079 -1.327 -0.180
C -0.341 4.736 -0.539 0.009
C 0.749 4.035 -0.079 0.013
C 0.884 2.681 -0.394 -0.061
N -0.002 2.044 -1.144 0.048
C -1.071 2.732 -1.604 -0.125
C -1.980 1.941 -2.411 -0.366
O -1.690 0.726 -2.601 -0.072
H -4.283 4.379 -3.001 0.096
H -0.462 5.784 -0.297 0.086
H 1.501 4.516 0.529 0.129
H 1.720 2.094 -0.038 0.121
F -5.190 1.362 3.054 0.170
C -3.906 1.058 3.036 -0.131
C -3.207 1.023 4.238 -0.125
F -3.876 1.302 5.336 0.169
C -1.848 0.683 4.300 -0.009
C -1.229 0.390 3.074 -0.137
C -1.930 0.414 1.897 -0.125
F -1.244 0.210 0.752 0.079
C -3.286 0.739 1.835 -0.031
C -3.999 0.708 0.555 -0.086
C -3.777 -0.376 -0.314 -0.129
N -3.534 -1.279 -0.989 0.249
C -4.819 1.758 0.123 -0.140
N -5.429 2.651 -0.285 0.261
F 0.075 0.131 2.996 0.117
C -1.117 0.640 5.554 -0.089
C 0.155 0.034 5.635 -0.159
N 1.192 -0.465 5.702 0.229
C -1.622 1.198 6.741 -0.151
N -1.997 1.652 7.734 0.252
C 2.687 0.261 -2.942 -0.035
N 3.172 -0.671 -1.945 -0.142
C 4.192 -1.598 -2.424 -0.038
C 2.602 -0.798 -0.722 -0.419
N 1.346 -0.450 -0.511 0.076
N 3.330 -1.376 0.259 -0.134
C 2.667 -2.013 1.389 -0.023
C 4.759 -1.126 0.421 -0.027
H 3.525 0.808 -3.381 0.109
H 2.035 1.007 -2.493 0.060
H 2.162 -0.254 -3.753 0.097
H 3.937 -1.894 -3.442 0.100
H 4.206 -2.487 -1.800 0.086
H 5.186 -1.149 -2.438 0.100
H 1.120 -0.455 0.476 0.064
H 2.505 -1.320 2.221 0.094
H 3.298 -2.825 1.747 0.107
H 1.717 -2.441 1.069 0.080
H 5.086 -0.344 -0.259 0.093
H 5.352 -2.024 0.247 0.101
H 4.940 -0.786 1.442 0.102
N -0.680 -1.719 -2.160 0.062
C -0.071 -2.887 -1.547 -0.285
C -0.763 -3.577 -0.566 -0.026
C -0.161 -4.670 0.047 -0.059
C 1.108 -5.076 -0.336 -0.068
C 1.781 -4.389 -1.340 -0.062
C 1.196 -3.288 -1.944 -0.047
H -1.682 -1.717 -1.952 0.055
H -0.631 -1.802 -3.174 0.135
H -1.762 -3.270 -0.283 0.102
H -0.697 -5.215 0.812 0.116
H 1.564 -5.937 0.132 0.116
H 2.761 -4.719 -1.658 0.114
H 1.713 -2.753 -2.730 0.105


(3)
74
Properties=species:S:1:pos:R:3:lowdin_charge:R:1 method="wB97M-V/def2-TZVPD" e_homo_ev=-8.5597 spin_multiplicity=1 orbital_gap_ev=7.9 largest_force_ha_per_bohr=0.02128
Ti -0.442 -0.140 -0.085 1.222
C -4.251 -2.274 -0.096 -0.060
O -3.778 -3.070 -1.183 -0.111
C -3.181 -2.424 -2.219 -0.233
C -3.452 -2.909 -3.484 0.013
C -2.893 -2.330 -4.619 -0.073
C -2.089 -1.221 -4.479 -0.043
C -1.784 -0.726 -3.209 -0.144
C -1.088 0.537 -3.074 -0.022
N -0.767 0.963 -1.916 -0.063
N -0.410 2.277 -1.729 0.126
C -0.545 2.512 -0.460 -0.373
O -1.047 1.578 0.334 -0.148
C -0.145 3.806 0.107 -0.139
C 0.508 4.752 -0.681 -0.026
C 0.912 5.949 -0.117 -0.080
C 0.669 6.203 1.229 -0.080
C 0.029 5.256 2.016 -0.058
C -0.374 4.052 1.458 0.004
C -2.275 -1.357 -2.049 -0.230
O -1.905 -0.969 -0.826 -0.210
H -5.043 -2.848 0.379 0.097
H -3.458 -2.080 0.622 0.048
H -4.655 -1.325 -0.457 0.108
H -4.124 -3.756 -3.561 0.126
H -3.122 -2.725 -5.599 0.105
H -1.691 -0.708 -5.348 0.115
H -0.965 1.191 -3.934 0.145
H 0.689 4.534 -1.725 0.109
H 1.425 6.686 -0.722 0.101
H 0.995 7.139 1.669 0.103
H -0.141 5.447 3.067 0.109
H -0.825 3.279 2.067 0.118
Se -0.952 -3.911 0.276 0.753
Se 0.071 -3.214 2.216 0.774
C -1.101 -1.753 2.698 -0.601
C -1.496 -1.731 4.028 -0.097
C -2.383 -0.766 4.452 -0.031
C -2.901 0.119 3.520 -0.031
C -2.450 0.047 2.227 -0.114
N -1.535 -0.850 1.808 -0.016
C 0.091 -3.312 -1.264 -0.553
C 0.405 -4.325 -2.161 -0.100
C 1.119 -4.020 -3.306 -0.047
C 1.541 -2.717 -3.501 -0.035
C 1.188 -1.766 -2.564 -0.105
N 0.453 -2.038 -1.483 0.021
H -1.093 -2.470 4.706 0.108
H -2.684 -0.714 5.490 0.121
H -3.617 0.879 3.801 0.116
H -2.809 0.738 1.482 0.116
H 0.096 -5.338 -1.941 0.097
H 1.368 -4.795 -4.020 0.114
H 2.129 -2.437 -4.364 0.112
H 1.490 -0.732 -2.676 0.119
F 0.616 0.926 2.083 0.050
B 1.033 0.850 3.480 -1.211
F -0.026 1.356 4.248 0.116
F 2.194 1.601 3.620 0.134
F 1.257 -0.509 3.778 0.099
O 1.277 -1.116 0.731 -0.126
C 1.939 -0.181 0.234 -0.517
O 1.317 0.521 -0.663 -0.090
C 3.315 0.166 0.602 -0.124
C 4.078 -0.731 1.337 0.007
C 5.362 -0.381 1.717 -0.062
C 5.868 0.867 1.379 -0.069
C 5.095 1.770 0.658 -0.061
C 3.815 1.420 0.264 0.006
H 3.650 -1.685 1.619 0.127
H 5.964 -1.073 2.292 0.106
H 6.868 1.145 1.691 0.104
H 5.485 2.750 0.416 0.105
H 3.188 2.112 -0.282 0.123